9
Properties=species:S:1:pos:R:3:forces:R:3 method="wB97M-V/def2-TZVPD" molar_mass_g_mol=59.1 orbital_gap_ev=11.2 total_energy_ev=-5691.5805 smiles="CN=C=O.[H][H]" de_lowest_ev=1.6490
C 0.1496 1.2757 0.0011 0.030 0.252 -0.004
C -0.1988 -0.7486 1.3447 -0.017 -0.081 0.052
O -0.3626 -1.4689 2.2590 0.100 0.413 -0.567
N -0.0367 -0.1127 0.3346 -0.100 -0.398 0.584
H -0.6998 1.8728 0.3462 0.126 -0.049 -0.067
H 0.2290 1.3763 -1.0828 -0.011 -0.037 0.158
H 1.0671 1.6612 0.4561 -0.128 -0.023 -0.085
H -0.0580 -2.2776 -1.9553 -0.004 0.041 -0.051
H -0.0899 -1.5783 -1.7036 0.003 -0.116 -0.020

***

9
Properties=species:S:1:pos:R:3:forces:R:3 method="wB97M-V/def2-TZVPD" molar_mass_g_mol=59.1 orbital_gap_ev=9.1 total_energy_ev=-5689.5151 smiles="CCN=O" de_lowest_ev=3.7145
C -0.7193 0.5555 0.0714 -2.009 1.269 -0.211
C 0.0383 -0.6676 -0.2934 1.168 -0.461 2.582
N 1.5942 -0.6011 0.3214 -1.074 0.180 -0.553
O 1.9692 0.4686 0.6856 -0.877 -0.756 -0.396
H -0.6208 0.7153 1.1862 -0.080 0.281 -1.326
H -0.2277 1.3372 -0.5550 -0.536 0.087 1.075
H -1.9031 0.6365 -0.1922 2.913 -0.698 0.515
H 0.2016 -0.8212 -1.3080 0.410 -0.047 -1.998
H -0.3324 -1.6233 0.0840 0.085 0.146 0.311